Entry 1:
Here is 2 unconnected molecules or ions with the total composition C8H11O6 in a non-equilibrium geometry from OMol25. Energies are from ωB97M-V/def2-TZVPD.

Positions of all 25 atoms, in Å:
C: 1.0377 -3.0096 -2.3650
C: -0.2613 -2.2743 -2.1781
C: -0.1327 -1.3416 -0.9648
C: 0.8559 -0.1694 -1.0528
C: 0.9472 0.8043 -0.1428
C: 0.0406 1.0405 1.0267
C: -0.9395 -0.7961 1.1017
C: -1.4759 -0.8704 -0.2965
O: -2.1680 0.2030 -0.7994
O: -0.1049 -1.7282 1.3933
O: 0.3621 -2.2656 -0.0132
O: -0.9473 1.8374 0.9606
O: 0.9495 4.5994 1.3826
O: 1.2849 3.7566 2.2195
H: 0.9502 -3.7447 -3.1685
H: 1.8559 -2.3321 -2.6294
H: 1.2838 -3.5101 -1.4272
H: -0.5887 -1.7174 -3.0598
H: -1.0600 -2.9881 -1.9406
H: 1.6322 -0.3041 -1.8147
H: 1.7332 1.5695 -0.2488
H: 0.4831 0.7363 2.0027
H: -1.6337 -0.5695 1.9217
H: -2.1283 -1.7403 -0.2738
H: -1.9510 0.9532 -0.1789

As for the expectation value of S²: 1.77. As for the total charge: 0. Its HOMO energy (alpha / beta) is -9.849 / -8.173 eV. For the calculated total energy, the calculation gives -20749.36899 eV. The HOMO-LUMO gap (alpha / beta) comes out at 8.88 / 7.48 eV. Its multiplicity is 2.

Entry 2:
Here is a single C3H5NO2 molecule from OMol25. Energies are from ωB97M-V/def2-TZVPD.

Positions of all 11 atoms, in Å:
C: 0.7398 -0.3565 -1.6431
C: 0.2071 -1.0113 -0.6280
O: 0.8075 -0.8882 0.6220
N: 0.0946 0.0257 1.4326
C: -0.6851 1.0259 0.9061
O: -0.4847 1.6545 -0.1056
H: 1.6165 0.2592 -1.4812
H: 0.2986 -0.3700 -2.6294
H: -0.7165 -1.5895 -0.6638
H: -0.2118 -0.4229 2.2866
H: -1.5738 1.1849 1.5397

As for the total charge: 0. Its HOMO energy is -9.527 eV. For the calculated total energy, the calculation gives -8774.02573 eV. The HOMO-LUMO gap comes out at 10.37 eV. Its multiplicity is 1.

Please write out number 1 again, unchanged.
Here is 2 unconnected molecules or ions with the total composition C8H11O6 in a non-equilibrium geometry from OMol25. Energies are from ωB97M-V/def2-TZVPD.

Positions of all 25 atoms, in Å:
C: 1.0377 -3.0096 -2.3650
C: -0.2613 -2.2743 -2.1781
C: -0.1327 -1.3416 -0.9648
C: 0.8559 -0.1694 -1.0528
C: 0.9472 0.8043 -0.1428
C: 0.0406 1.0405 1.0267
C: -0.9395 -0.7961 1.1017
C: -1.4759 -0.8704 -0.2965
O: -2.1680 0.2030 -0.7994
O: -0.1049 -1.7282 1.3933
O: 0.3621 -2.2656 -0.0132
O: -0.9473 1.8374 0.9606
O: 0.9495 4.5994 1.3826
O: 1.2849 3.7566 2.2195
H: 0.9502 -3.7447 -3.1685
H: 1.8559 -2.3321 -2.6294
H: 1.2838 -3.5101 -1.4272
H: -0.5887 -1.7174 -3.0598
H: -1.0600 -2.9881 -1.9406
H: 1.6322 -0.3041 -1.8147
H: 1.7332 1.5695 -0.2488
H: 0.4831 0.7363 2.0027
H: -1.6337 -0.5695 1.9217
H: -2.1283 -1.7403 -0.2738
H: -1.9510 0.9532 -0.1789

As for the expectation value of S²: 1.77. As for the total charge: 0. Its HOMO energy (alpha / beta) is -9.849 / -8.173 eV. For the calculated total energy, the calculation gives -20749.36899 eV. The HOMO-LUMO gap (alpha / beta) comes out at 8.88 / 7.48 eV. Its multiplicity is 2.

> What is the total charge in the first record?

0

> The highest multiplicity belongs to which entry?

C8H11O6